Here is 2 unconnected molecules or ions with the total composition C5H13N3O at a distorted geometry from OMol25. Energies are from the ωB97M-V functional and the def2-TZVPD basis.

Last column: natural (NBO) charge in e.
Cartesian coordinates (Å):
C (0.456, -0.949, 2.701)  -0.407
N (0.554, 0.373, 2.127)  -0.432
C (-0.616, 1.972, 1.027)  -0.260
N (-0.597, 0.976, 1.826)  -0.212
H (1.341, 0.518, 1.494)  0.384
H (0.389, -1.731, 1.936)  0.174
H (-0.430, -0.996, 3.332)  0.214
H (1.338, -1.138, 3.315)  0.203
H (0.284, 2.434, 0.617)  0.169
H (-1.563, 2.465, 0.868)  0.187
C (-0.890, -1.620, -1.057)  -0.422
C (0.858, 0.792, -2.731)  -0.814
N (-0.743, -0.182, -1.260)  -0.687
C (0.862, 0.258, -1.474)  0.604
O (1.601, -0.152, -0.614)  -0.672
H (-1.092, 0.353, -0.455)  0.430
H (-0.187, -1.948, -0.291)  0.224
H (-1.906, -1.870, -0.754)  0.207
H (-0.651, -2.136, -1.987)  0.218
H (0.070, 1.431, -3.095)  0.206
H (1.811, 0.994, -3.195)  0.227
H (-0.890, 0.157, -2.330)  0.459

The total energy is -11910.178 eV. The net charge is 0. The orbital gap is 8.90 eV. The multiplicity is 1. The LUMO energy is 0.9 eV. The highest occupied orbital energy is -8.0 eV.



Here is C3H3N3O2 in the gas phase at a distorted geometry from OMol25. Energies are from the ωB97M-V functional and the def2-TZVPD basis.

Last column: natural (NBO) charge in e.
Cartesian coordinates (Å):
C (-0.712, 0.776, 0.157)  0.719
C (0.542, -0.394, 1.427)  0.437
C (0.341, -0.981, -0.951)  0.658
H (-0.898, 2.901, 0.782)  0.526
H (1.186, -0.804, 2.278)  0.189
H (-0.222, -1.522, -2.676)  0.382
N (-0.303, 0.553, 1.581)  -0.499
N (0.579, -1.677, -1.993)  -0.656
N (-0.667, 0.047, -0.866)  -0.582
O (-1.059, 2.084, -0.058)  -0.675
O (1.213, -0.982, 0.319)  -0.498

The total energy is -11721.906 eV. The net charge is 0. The orbital gap is 10.10 eV. The multiplicity is 1. The LUMO energy is 0.2 eV. The highest occupied orbital energy is -9.9 eV.



Here is a molecular structure, C39H39BN8O3Pt at a distorted geometry from OMol25. Energies are from the ωB97M-V functional and the def2-TZVPD basis.

Last column: Mulliken charge in e.
Cartesian coordinates (Å):
Pt (1.284, 0.362, -0.180)  2.985
C (5.703, 1.467, -0.263)  -1.238
C (4.367, 1.850, -0.119)  -0.264
N (3.598, 0.769, -0.066)  0.144
N (4.389, -0.308, -0.190)  -0.211
C (5.668, 0.088, -0.311)  -0.170
B (3.793, -1.715, -0.374)  -0.263
N (2.858, -2.005, 0.813)  0.810
C (2.931, -3.006, 1.702)  -0.334
C (1.958, -2.808, 2.666)  -1.412
C (1.326, -1.624, 2.287)  -0.527
N (1.880, -1.166, 1.173)  -0.393
N (2.994, -1.639, -1.706)  0.584
C (3.196, -2.372, -2.812)  -0.296
C (2.475, -1.814, -3.851)  -1.279
C (1.850, -0.704, -3.282)  -0.558
N (2.175, -0.618, -1.996)  -0.582
H (6.564, 2.108, -0.321)  0.443
H (3.947, 2.840, -0.053)  0.461
H (6.464, -0.629, -0.419)  0.466
H (4.633, -2.551, -0.436)  -0.121
H (3.675, -3.780, 1.625)  0.494
H (1.743, -3.426, 3.519)  0.496
H (0.535, -1.077, 2.764)  0.673
H (3.848, -3.229, -2.807)  0.558
H (2.415, -2.160, -4.867)  0.466
H (1.227, 0.035, -3.755)  0.753
N (0.952, 2.352, -0.460)  -0.664
C (0.721, 3.227, 0.411)  0.271
C (0.345, 2.776, 1.796)  -0.001
C (1.228, 2.004, 2.546)  0.231
C (0.891, 1.657, 3.849)  -0.891
C (-0.328, 2.046, 4.383)  -0.581
C (-1.214, 2.800, 3.621)  -1.021
C (-0.880, 3.170, 2.328)  -0.104
C (0.760, 4.686, 0.164)  0.541
C (0.531, 5.194, -1.116)  -0.225
C (0.540, 6.560, -1.328)  -0.808
C (0.798, 7.426, -0.273)  -0.438
C (1.056, 6.927, 0.996)  -0.833
C (1.028, 5.561, 1.219)  -0.275
H (2.210, 1.761, 2.155)  0.499
H (1.593, 1.098, 4.454)  0.506
H (-0.586, 1.778, 5.399)  0.469
H (-2.159, 3.117, 4.040)  0.490
H (-1.558, 3.771, 1.736)  0.625
H (0.322, 4.505, -1.926)  0.472
H (0.337, 6.952, -2.315)  0.428
H (0.792, 8.495, -0.441)  0.425
H (1.277, 7.600, 1.813)  0.429
H (1.241, 5.170, 2.205)  0.474
C (-0.872, -2.910, -2.795)  -0.819
C (-0.121, -3.070, -1.500)  0.754
C (0.223, -4.481, -1.108)  -1.484
O (0.190, -2.126, -0.801)  -0.216
H (-0.598, -3.682, -3.511)  0.479
H (-0.712, -1.920, -3.214)  0.051
H (-1.938, -3.018, -2.577)  0.050
H (-0.564, -5.174, -1.407)  0.451
H (0.400, -4.542, -0.036)  0.271
H (1.134, -4.776, -1.635)  0.326
C (-4.503, -3.762, -0.793)  -1.071
O (-3.931, -2.534, -0.334)  -0.101
C (-3.379, -2.517, 0.902)  1.056
C (-2.951, -3.650, 1.584)  -0.544
C (-2.445, -3.545, 2.866)  -0.759
C (-2.355, -2.310, 3.495)  -0.947
C (-2.802, -1.180, 2.843)  -0.437
C (-3.323, -1.275, 1.559)  -0.095
N (-4.066, -0.195, 1.026)  0.193
C (-4.254, 0.147, -0.223)  -1.138
C (-3.349, 0.187, -1.327)  0.481
C (-3.924, 0.289, -2.593)  -0.628
C (-3.180, 0.535, -3.735)  -0.932
C (-1.803, 0.796, -3.623)  -0.721
C (-1.191, 0.728, -2.411)  -0.663
C (-1.886, 0.357, -1.195)  1.138
O (-1.286, 0.300, -0.107)  -0.539
H (-5.014, -3.522, -1.721)  0.262
H (-5.220, -4.156, -0.072)  0.421
H (-3.734, -4.509, -0.994)  0.340
H (-3.041, -4.624, 1.125)  0.467
H (-2.141, -4.441, 3.390)  0.460
H (-1.973, -2.243, 4.504)  0.474
H (-2.772, -0.210, 3.327)  0.551
H (-4.739, 0.172, 1.690)  0.397
H (-5.234, 0.574, -0.417)  0.598
H (-4.996, 0.157, -2.677)  0.531
H (-3.657, 0.561, -4.705)  0.467
H (-1.242, 1.077, -4.505)  0.506
H (-0.145, 0.967, -2.294)  0.669

The total energy is -63045.968 eV. The net charge is +2. The orbital gap (spin up / spin down) is 6.50 / 4.88 eV. The multiplicity is 5. The LUMO energy (spin up / spin down) is -6.6 / -8.4 eV. The highest occupied orbital energy (spin up / spin down) is -13.1 / -13.3 eV.



Here is 2 unconnected molecules or ions with the total composition C9H14O at a distorted geometry from OMol25. Energies are from the ωB97M-V functional and the def2-TZVPD basis.

Last column: natural (NBO) charge in e.
Cartesian coordinates (Å):
C (-2.373, -0.180, 2.119)  -0.070
C (-3.366, 0.485, 1.216)  -0.664
O (-1.250, 0.646, 2.369)  -0.731
H (-2.664, -0.449, 3.147)  0.166
H (-2.014, -1.157, 1.724)  0.180
H (-4.404, 0.419, 1.546)  0.220
H (-1.457, 1.574, 2.396)  0.466
H (-3.260, 0.143, 0.172)  0.219
H (-3.242, 1.553, 0.977)  0.216
C (3.620, 0.092, -0.133)  -0.644
C (-0.330, -0.505, -1.967)  -0.249
C (0.666, -1.484, -1.901)  -0.195
C (0.126, 0.699, -1.470)  -0.180
C (1.890, -1.289, -1.262)  -0.229
C (1.353, 1.014, -0.838)  -0.227
C (2.268, -0.020, -0.773)  0.013
H (-1.320, -0.515, -2.398)  0.223
H (0.355, -2.533, -1.918)  0.203
H (-0.449, 1.581, -1.723)  0.193
H (2.461, -2.147, -0.965)  0.210
H (1.438, 1.986, -0.399)  0.217
H (4.297, 0.301, -0.973)  0.226
H (3.871, -0.904, 0.295)  0.212
H (3.785, 0.689, 0.759)  0.225

The total energy is -11605.931 eV. The net charge is 0. The orbital gap is 9.89 eV. The multiplicity is 1. The LUMO energy is 0.9 eV. The highest occupied orbital energy is -8.9 eV.



Here is 6 unconnected molecules or ions with the total composition C31H64N4O13S2 at a distorted geometry from OMol25. Energies are from the ωB97M-V functional and the def2-TZVPD basis.

Last column: Mulliken charge in e.
Cartesian coordinates (Å):
N (2.591, 0.604, 1.589)  -0.455
C (3.651, 0.162, 1.745)  -0.053
C (5.057, -0.167, 1.977)  -0.550
C (5.882, 1.107, 2.217)  1.994
C (5.669, 1.945, 1.018)  -0.477
N (5.573, 2.691, 0.132)  -0.598
C (7.400, 0.748, 2.224)  -1.239
C (8.182, 1.100, 3.485)  0.342
C (9.688, 0.786, 3.308)  -0.797
C (10.136, -0.273, 4.322)  -0.939
S (9.922, -1.992, 3.785)  -0.139
C (8.265, -2.419, 4.149)  0.472
N (7.876, -3.608, 3.981)  -0.409
N (6.548, -3.644, 4.317)  -0.441
C (6.223, -2.496, 4.676)  -0.208
O (7.276, -1.642, 4.610)  -0.037
C (5.383, 1.956, 3.399)  -1.495
S (5.041, 1.079, 4.925)  1.193
O (4.607, 2.088, 5.840)  -0.716
O (4.085, 0.025, 4.735)  -0.585
H (5.092, -0.864, 2.801)  0.078
H (5.397, -0.642, 1.064)  0.718
H (7.900, 1.249, 1.402)  0.495
H (7.479, -0.317, 2.013)  0.386
H (7.842, 0.450, 4.286)  -0.627
H (8.048, 2.118, 3.832)  0.609
H (9.921, 0.528, 2.282)  0.478
H (10.208, 1.702, 3.572)  0.303
H (9.663, -0.127, 5.287)  0.405
H (11.203, -0.153, 4.478)  0.509
H (5.284, -2.098, 5.005)  0.598
H (4.428, 2.388, 3.110)  0.577
H (6.022, 2.800, 3.615)  0.544
H (6.187, 0.549, 5.432)  0.054
C (9.819, 3.133, -0.672)  -0.852
O (10.455, 3.293, 0.588)  -0.155
C (11.857, 3.499, 0.473)  -0.555
C (12.222, 4.959, 0.635)  -0.575
O (11.723, 5.743, -0.436)  -0.379
C (10.550, 6.464, -0.099)  -0.671
H (8.743, 3.216, -0.517)  0.183
H (10.130, 3.901, -1.382)  0.467
H (10.040, 2.143, -1.084)  0.293
H (12.229, 3.111, -0.479)  0.383
H (12.332, 2.928, 1.278)  0.334
H (13.313, 5.051, 0.619)  0.397
H (11.864, 5.341, 1.596)  0.309
H (10.798, 7.309, 0.552)  0.326
H (9.811, 5.828, 0.395)  0.251
H (10.119, 6.848, -1.021)  0.244
C (-2.644, 2.421, -0.827)  -0.489
O (-1.834, 1.678, 0.067)  -0.336
C (-0.624, 2.343, 0.406)  -0.489
C (-0.709, 2.990, 1.770)  -0.358
O (-1.646, 4.060, 1.787)  -0.398
C (-2.883, 3.701, 2.374)  -0.730
H (-3.632, 1.960, -0.850)  -0.004
H (-2.750, 3.461, -0.510)  0.307
H (-2.219, 2.388, -1.836)  0.342
H (-0.360, 3.081, -0.358)  0.314
H (0.164, 1.586, 0.428)  0.337
H (0.268, 3.417, 2.016)  0.325
H (-0.956, 2.247, 2.533)  0.305
H (-2.779, 3.625, 3.462)  0.333
H (-3.260, 2.756, 1.977)  0.309
H (-3.601, 4.488, 2.146)  0.247
C (-9.475, 0.381, -2.599)  -0.498
O (-8.910, -0.506, -1.649)  -0.397
C (-7.578, -0.887, -1.972)  -0.108
C (-6.565, -0.122, -1.151)  -0.441
O (-6.557, 1.262, -1.478)  -0.421
C (-7.252, 2.052, -0.531)  -0.771
H (-10.385, 0.800, -2.171)  0.265
H (-8.796, 1.200, -2.845)  0.323
H (-9.735, -0.167, -3.512)  0.101
H (-7.388, -0.761, -3.042)  0.327
H (-7.482, -1.950, -1.736)  0.023
H (-5.567, -0.510, -1.379)  0.311
H (-6.748, -0.266, -0.082)  0.391
H (-6.663, 2.148, 0.389)  0.287
H (-8.232, 1.632, -0.294)  0.354
H (-7.390, 3.043, -0.961)  0.277
C (-11.422, -3.763, -8.121)  -0.690
O (-10.570, -4.465, -7.233)  -0.367
C (-9.387, -3.748, -6.915)  -0.685
C (-9.479, -3.093, -5.554)  -0.258
O (-10.457, -2.063, -5.534)  -0.390
C (-11.668, -2.475, -4.921)  -0.842
H (-12.387, -4.267, -8.126)  0.243
H (-11.568, -2.727, -7.808)  0.291
H (-11.010, -3.783, -9.136)  0.322
H (-9.163, -3.006, -7.686)  0.357
H (-8.568, -4.474, -6.899)  0.376
H (-8.516, -2.624, -5.326)  0.286
H (-9.685, -3.838, -4.781)  0.355
H (-11.535, -2.536, -3.835)  0.315
H (-12.008, -3.441, -5.301)  0.417
H (-12.429, -1.727, -5.138)  0.257
C (-7.186, -4.764, -0.839)  -0.910
O (-6.104, -3.856, -0.715)  -0.255
C (-5.580, -3.805, 0.605)  -0.429
C (-4.301, -4.605, 0.729)  -0.640
O (-4.536, -5.995, 0.562)  -0.377
C (-4.178, -6.467, -0.724)  -0.694
H (-7.373, -4.916, -1.902)  0.236
H (-6.959, -5.729, -0.381)  0.465
H (-8.088, -4.345, -0.381)  0.305
H (-6.322, -4.147, 1.332)  0.375
H (-5.357, -2.755, 0.820)  0.328
H (-3.898, -4.466, 1.737)  0.392
H (-3.554, -4.249, 0.014)  0.340
H (-3.088, -6.525, -0.816)  0.327
H (-4.576, -5.828, -1.516)  0.281
H (-4.592, -7.467, -0.840)  0.243

The total energy is -87423.619 eV. The net charge is 0. The orbital gap is 8.76 eV. The multiplicity is 1. The LUMO energy is -0.1 eV. The highest occupied orbital energy is -8.8 eV.



Here is C3H3NOS3 in the gas phase at a distorted geometry from OMol25. Energies are from the ωB97M-V functional and the def2-TZVPD basis.

Last column: natural (NBO) charge in e.
Cartesian coordinates (Å):
C (1.907, 0.483, -0.057)  0.391
C (0.445, 0.092, -0.095)  -0.039
C (-2.147, 0.386, 0.124)  -0.717
H (2.151, -1.828, -0.312)  0.161
H (-2.511, 0.527, 1.142)  0.227
H (-2.898, 0.668, -0.622)  0.245
N (0.038, -1.115, -0.058)  -0.554
O (2.272, 1.619, -0.031)  -0.506
S (3.037, -0.903, 0.037)  0.002
S (-1.629, -1.354, -0.060)  0.470
S (-0.666, 1.425, -0.069)  0.319

The total energy is -39202.293 eV. The net charge is 0. The orbital gap is 8.30 eV. The multiplicity is 1. The LUMO energy is -0.4 eV. The highest occupied orbital energy is -8.7 eV.